1.
8
Properties=species:S:1:pos:R:3:forces:R:3:mulliken_charge:R:1 method="wB97M-V/def2-TZVPD" homo_lumo_gap_ev=10.2 total_energy_ev=-9073.4125 de_lowest_kj_mol=278.4 e_homo_ha=-0.391
O 1.8462 -1.3033 0.1640 -2.24 0.05 0.57 -0.22
N 0.0664 -1.3055 0.6560 1.20 0.65 -0.70 -0.36
N -1.3427 0.5599 -0.0600 0.25 -0.14 0.22 -0.39
N 1.9448 -0.2265 -0.4641 -0.09 0.31 -0.14 0.16
N 0.9864 0.5110 -0.6143 -0.85 -0.85 0.71 -0.21
C -0.2271 -0.2060 0.1177 1.53 0.44 -0.63 0.50
H -2.1504 0.4621 0.5382 0.29 -0.25 -0.03 0.25
H -1.1238 1.5084 -0.3375 -0.09 -0.21 0.01 0.28

2.
67
Properties=species:S:1:pos:R:3:forces:R:3:mulliken_charge:R:1 method="wB97M-V/def2-TZVPD" homo_lumo_gap_ev=7.1 charge=-1 total_energy_ev=-152179.2319 de_lowest_kj_mol=0.0 e_homo_ha=-0.169
Y 0.6962 0.2131 0.4579 -0.03 -0.02 -0.15 -0.41
As -0.5791 -2.7655 1.4440 0.02 0.00 -0.04 0.79
S -1.9496 0.4816 1.4685 0.00 -0.01 0.04 -0.34
S -0.2199 3.0753 0.2595 -0.02 0.03 -0.02 -0.08
S 2.6620 -1.6388 -0.2897 0.00 0.06 0.01 -0.25
S 2.5108 1.6402 -1.0468 0.02 -0.02 0.00 -0.41
S -0.3184 -1.5509 -1.7266 0.04 0.04 0.02 0.01
O 1.0023 -0.5254 2.6949 0.01 0.05 0.03 -0.73
O 1.1076 1.6288 2.3351 0.05 0.10 0.05 -0.69
N -0.5739 1.2246 -2.1656 -0.01 0.00 0.03 0.29
C -0.0726 0.6594 -3.2588 0.02 -0.03 -0.04 0.60
C -1.1791 -2.6612 3.2970 -0.04 0.02 0.02 -1.11
C 2.9699 4.1352 -2.0101 0.02 -0.07 -0.02 -0.75
C 0.7587 5.3387 -0.9004 -0.01 0.03 -0.01 -0.50
C 1.6198 6.0984 -1.6705 0.03 -0.04 0.00 -0.68
C 2.6710 -4.2178 -1.1416 0.01 0.05 0.02 -0.74
C 0.1554 -4.1689 -2.2717 0.00 0.02 0.01 -0.55
C -0.5501 0.8550 3.8592 0.01 0.02 -0.01 0.43
C 1.9450 -3.0121 -1.0754 0.02 -0.06 0.00 0.63
C 2.7355 5.4770 -2.2278 -0.04 0.05 0.01 -0.59
C 0.4308 -4.4401 1.5887 0.00 -0.02 0.00 -1.22
C -1.7909 0.8015 3.2029 0.00 -0.01 -0.03 0.42
C -0.0543 1.3032 -4.4914 -0.01 0.02 0.02 -1.07
C 0.6738 -3.0186 -1.6772 -0.04 -0.02 -0.01 0.15
C 2.1023 3.3343 -1.2442 -0.03 0.04 0.06 0.63
C -1.0742 2.4596 -2.2463 -0.01 -0.01 -0.01 0.44
C 0.6391 0.6541 2.9778 0.03 -0.11 0.04 0.77
C 0.9783 3.9772 -0.6996 0.02 -0.03 -0.01 0.25
C 0.5291 -0.7014 -3.0913 -0.04 -0.05 0.00 -0.62
C -0.5611 2.5857 -4.5723 0.01 -0.01 0.00 -0.47
C -1.5612 3.0517 -0.9633 0.02 0.03 0.07 -0.76
C -0.4615 1.0700 5.2241 -0.01 0.01 0.01 -0.35
C -2.8482 1.1966 5.3508 0.02 0.01 0.03 -0.54
C 2.1565 -5.3519 -1.7331 -0.03 -0.03 -0.02 -0.49
C -2.2347 -3.5108 0.7006 -0.03 -0.01 0.01 -1.06
C -1.0820 3.1770 -3.4322 0.00 0.01 -0.02 -0.85
C -1.6117 1.2415 5.9817 0.00 0.00 -0.01 -0.57
C -2.9352 0.9803 3.9847 -0.02 -0.01 -0.05 -0.68
C 0.8825 -5.3439 -2.2989 0.02 -0.01 0.00 -0.72
H -3.7555 1.3292 5.9285 0.00 0.00 0.00 0.36
H -0.5424 3.1259 -5.5106 0.00 0.00 0.00 0.40
H -0.1053 5.8002 -0.4349 0.00 -0.01 0.00 0.44
H 0.5143 1.1021 5.6946 0.00 0.00 0.00 0.46
H -0.3399 -2.3868 3.9323 0.02 -0.02 -0.02 0.30
H -1.4698 4.1866 -3.4496 0.00 0.00 0.01 0.39
H -1.5970 -3.6209 3.6066 0.00 0.00 0.00 0.53
H 2.7477 -6.2602 -1.7456 0.00 0.00 0.00 0.35
H 0.4332 -1.2947 -4.0001 0.01 0.02 -0.01 0.53
H -0.0671 -5.1331 2.2693 0.00 0.00 0.00 0.46
H 0.3711 0.8073 -5.3536 0.00 0.00 0.00 0.44
H -1.9363 -1.8828 3.3762 -0.02 -0.01 0.01 0.21
H -2.9884 -2.7228 0.7029 0.00 -0.01 0.00 0.29
H -3.9011 0.9406 3.4958 -0.01 0.00 0.02 0.42
H -1.9449 4.0604 -1.1113 -0.01 0.00 -0.02 0.48
H -2.0696 -3.8377 -0.3260 0.02 0.00 -0.01 0.24
H 1.4368 7.1547 -1.8206 0.00 0.00 0.00 0.38
H 1.5856 -0.6045 -2.8209 0.00 0.01 0.01 0.29
H -2.5848 -4.3561 1.2958 0.00 0.00 0.00 0.44
H 0.4704 -6.2340 -2.7563 0.00 0.00 0.00 0.37
H 3.8428 3.6570 -2.4368 0.00 0.02 -0.01 0.44
H -2.3318 2.4308 -0.5026 -0.01 -0.01 -0.01 0.41
H -0.8330 -4.1243 -2.7139 0.00 0.00 0.00 0.44
H 3.6546 -4.2359 -0.6897 0.00 0.00 0.00 0.41
H 3.4311 6.0505 -2.8295 0.00 -0.01 0.00 0.35
H 1.4325 -4.2153 1.9549 0.00 -0.01 0.01 0.29
H 0.5201 -4.8971 0.6035 0.00 0.00 -0.01 0.28
H -1.5429 1.4084 7.0491 0.00 0.00 0.00 0.38

3.
112
Properties=species:S:1:pos:R:3:forces:R:3:mulliken_charge:R:1 method="wB97M-V/def2-TZVPD" homo_lumo_gap_ev=8.7 smiles="O=[N+]([O-])c1ccccc1.O=[N+]([O-])c1ccccc1.O=[N+]([O-])c1ccccc1.O=[N+]([O-])c1ccccc1.O=[N+]([O-])c1ccccc1.CCOC(=O)C(F)(F)F.CCOC(=O)C(F)(F)F.CCOC(=O)C(F)(F)F" total_energy_ev=-108856.5650 e_homo_ha=-0.350
F 24.5714 11.2110 12.0402 -0.21 -0.24 0.82 -0.26
F 14.8767 24.1283 15.1072 -0.16 1.56 -0.11 -0.25
F 15.3450 22.8504 16.8359 -0.03 0.52 -0.86 -0.27
F 13.6322 17.8847 13.5612 -0.40 -2.06 0.25 -0.27
F 25.1994 10.0626 13.7775 0.82 -1.01 0.05 -0.24
F 14.5066 19.1364 12.0563 -0.01 0.28 0.73 -0.27
F 13.9374 22.2342 15.3487 -0.71 -0.38 -0.36 -0.13
F 14.2665 19.7710 14.1605 0.91 1.04 0.42 -0.15
F 25.1340 12.2206 13.8966 -0.37 -0.69 -0.38 -0.23
O 12.0929 20.0437 11.6632 -0.74 -0.19 -0.22 -0.54
O 21.2204 14.6372 17.2062 1.03 -0.81 -0.52 -0.59
O 22.4554 12.1003 13.6092 -0.79 0.70 -0.19 -0.03
O 23.1378 15.2836 16.5269 0.77 -0.17 -0.60 -0.64
O 22.6295 10.0918 14.5764 0.03 -0.84 0.66 -0.53
O 14.6050 15.5975 17.6297 0.11 0.01 0.31 -0.60
O 17.3377 21.9468 15.1258 -0.07 0.01 0.01 -0.53
O 11.6933 20.0968 13.9112 -0.64 -0.09 -0.61 -0.16
O 24.4632 18.3817 8.4190 -0.04 -0.24 -0.25 -0.60
O 25.8185 18.7599 10.0594 0.07 0.03 -0.68 -0.60
O 15.8244 22.1764 13.4074 1.48 -0.33 2.03 -0.12
O 21.8271 19.3846 11.0178 0.01 0.99 1.44 -0.55
O 20.3395 20.6891 11.8725 0.18 1.05 0.04 -0.54
O 19.3965 15.0250 12.5644 -0.32 0.38 0.97 -0.55
O 12.8188 15.8208 16.4314 0.93 0.64 1.37 -0.61
O 18.5304 13.9140 14.1712 -0.16 0.11 0.82 -0.59
N 21.2306 19.8770 11.9923 -0.56 -1.86 -2.39 0.86
N 13.6222 16.2148 17.2920 -0.84 0.06 -1.39 1.11
N 18.7491 14.9637 13.6154 0.23 0.23 -1.78 1.12
N 22.4153 14.4162 16.9476 -1.61 0.72 1.44 1.20
N 24.9485 18.1131 9.4884 0.81 0.58 1.79 1.01
C 17.3998 18.4798 13.6953 -0.21 -0.40 1.00 0.53
C 22.2224 12.2980 18.1258 -0.35 -0.08 -0.02 -0.11
C 21.3036 19.1910 13.2490 -0.13 -1.36 1.76 -0.41
C 23.3440 14.9052 11.6947 -0.82 0.68 -0.44 -0.62
C 12.3199 18.2976 17.4276 0.02 1.36 0.94 -0.29
C 12.3316 19.7570 12.7939 1.58 0.62 0.64 0.18
C 20.6215 19.7028 14.3499 0.54 2.09 -1.02 0.05
C 14.3064 18.0946 18.8391 -0.69 -1.14 -1.60 -0.34
C 24.8271 11.6521 17.4387 -0.41 -0.38 0.73 -0.49
C 23.0610 11.0132 13.9698 1.43 0.19 -1.49 0.23
C 18.1305 16.2097 14.1257 -0.81 -0.29 -0.27 -0.11
C 17.5392 16.1923 15.3663 0.52 -0.77 1.17 -0.44
C 16.8585 21.9024 12.4252 -0.75 0.74 -0.98 0.11
C 24.2883 12.8277 16.9564 -0.32 -1.16 0.81 -0.57
C 13.7296 19.1127 13.1609 -1.15 0.69 -1.27 0.99
C 13.4021 17.5728 17.8774 0.99 -0.08 0.70 0.02
C 21.0929 12.2034 14.1405 0.58 1.10 1.09 0.26
C 24.0567 10.8484 18.3075 2.41 -1.37 -0.13 -0.47
C 13.0521 20.1323 18.8815 -3.09 1.30 -1.06 -0.56
C 10.1772 21.7302 14.8632 -1.10 -2.08 0.04 -0.73
C 17.9475 17.2862 13.2693 1.55 -0.18 -1.38 -0.47
C 24.4252 16.9918 10.2954 -1.26 -0.03 -0.56 0.10
C 22.9960 13.1153 17.3649 -0.16 1.40 -1.30 0.00
C 21.5397 17.1729 14.5046 0.64 0.82 -0.35 -0.39
C 16.2762 22.2489 14.6838 -2.07 0.54 -0.60 0.56
C 10.3716 20.7562 13.7116 1.71 0.56 -0.56 -0.42
C 20.4989 19.0397 15.5346 -1.24 -0.26 0.50 -0.89
C 22.6363 15.5372 10.6866 -0.96 0.52 -1.43 -0.50
C 20.8767 17.6998 15.5804 0.19 1.30 -0.22 -0.27
C 12.1183 19.5807 17.9553 0.26 0.96 -0.21 -0.15
C 20.0907 11.5390 13.2234 0.10 0.11 0.52 -1.14
C 14.0612 19.3666 19.3177 2.36 -1.10 1.46 -0.51
C 22.7645 11.1329 18.5912 -1.15 -0.04 1.15 -0.56
C 24.5213 11.0930 13.3856 -0.44 1.49 0.27 0.82
C 16.3439 22.7853 11.2878 1.06 0.62 0.19 -1.57
C 15.0585 22.9091 15.5006 1.97 -2.20 1.15 0.78
C 24.5859 15.3126 12.0519 2.06 1.42 -1.29 -0.31
C 16.8859 18.5128 15.0067 0.34 -0.87 -0.61 -0.23
C 23.1254 16.6118 9.9427 1.10 -1.25 1.76 -0.47
C 16.9156 17.3572 15.7923 -0.40 0.24 0.72 -0.85
C 21.8194 17.9064 13.3519 -0.22 0.01 -0.06 0.20
C 25.1545 16.4242 11.3298 -0.16 -0.77 -0.04 -0.69
H 21.2210 12.5034 18.4167 -0.55 0.65 -0.12 0.51
H 15.3161 22.5643 11.0459 -0.28 -0.21 0.04 0.30
H 20.7929 17.0960 16.4415 -0.29 -0.46 0.92 0.59
H 9.1336 22.0396 14.7955 -0.16 -0.15 0.49 0.44
H 19.9514 19.5615 16.3334 0.47 -0.49 -0.19 0.35
H 25.1807 14.6603 12.6845 0.01 0.61 0.36 0.46
H 24.5611 9.9745 18.7753 -0.53 0.61 -0.49 0.33
H 21.0087 13.3124 14.2946 -0.44 -1.11 -0.34 -0.21
H 25.8554 11.3818 17.2179 -0.21 0.00 -0.04 0.45
H 20.0248 12.0899 12.2815 -0.04 -0.21 0.09 0.23
H 24.8720 13.4340 16.3285 0.32 0.98 -0.66 0.55
H 26.1546 16.8392 11.4554 -0.22 -0.40 0.36 0.45
H 16.4433 19.3938 15.4117 -0.18 0.49 0.14 0.64
H 20.2994 20.7415 14.2412 -0.23 -0.38 0.24 0.29
H 16.8049 20.8515 12.1517 -0.06 0.04 0.02 0.13
H 22.8513 14.1594 12.2464 -0.37 -1.20 0.43 0.89
H 21.6746 15.1505 10.3646 -0.12 0.01 0.47 0.36
H 9.6906 19.9282 13.6229 -0.63 -0.05 0.35 0.31
H 16.9431 22.6537 10.4087 0.33 -0.17 -0.61 0.46
H 16.4193 23.8605 11.5480 -0.08 -0.61 0.06 0.36
H 11.6552 17.9208 16.6954 -0.43 -0.48 -0.53 0.57
H 10.7226 22.6304 14.7872 1.10 0.69 -0.14 0.30
H 16.4346 17.3521 16.7885 0.41 0.12 -0.68 0.29
H 22.3875 17.4728 12.5529 0.13 -0.12 -0.28 0.23
H 10.4228 21.2605 12.7362 -0.12 -0.11 0.33 0.40
H 21.1940 11.7245 15.1371 -0.68 0.29 -0.54 0.41
H 18.3779 17.1830 12.2554 -0.36 0.18 0.66 0.42
H 12.8912 21.1661 19.2689 0.19 -1.03 -0.37 0.38
H 17.6591 15.3014 16.0382 -0.34 1.00 -0.83 0.46
H 15.2153 17.5493 19.1043 -0.56 0.02 0.10 0.44
H 19.1077 11.5590 13.7223 0.42 -0.11 -0.35 0.32
H 22.5619 17.1475 9.2132 -0.18 0.03 -0.44 0.49
H 14.7460 19.6765 20.1085 -0.18 0.41 -0.32 0.38
H 22.0095 16.2548 14.7056 0.38 -1.30 -0.45 0.47
H 17.8778 22.1288 12.7918 -0.70 0.06 -0.10 0.45
H 11.2707 20.2207 17.5781 1.03 -0.90 0.54 0.13
H 10.4032 21.1596 15.7942 -0.38 0.84 -0.47 -0.06
H 22.1004 10.6089 19.2865 0.74 -0.44 -0.33 0.39
H 20.4225 10.5018 13.0769 -0.29 0.26 -0.14 0.44
H 17.4084 19.3398 13.0314 -0.12 -0.29 0.30 -0.47